Record 1
{"formula": "C27H27N3O4", "method": "wB97M-V/def2-TZVPD", "charge": 0, "homo_lumo_gap_ev": 8.5, "lumo_ev": 0.24, "elements": ["O", "C", "C", "C", "C", "O", "C", "C", "H", "H", "H", "H", "H", "H", "O", "C", "C", "C", "C", "O", "C", "C", "H", "H", "H", "H", "H", "H", "C", "C", "C", "N", "C", "C", "H", "H", "H", "H", "H", "C", "C", "C", "N", "C", "C", "H", "H", "H", "H", "H", "C", "C", "C", "N", "C", "C", "H", "H", "H", "H", "H"], "xyz": [[4.96, -28.12, 19.59], [4.06, -27.15, 19.61], [2.74, -27.40, 19.22], [1.68, -26.27, 19.35], [1.96, -25.03, 19.80], [1.18, -23.88, 20.11], [3.36, -24.73, 20.16], [4.24, -25.83, 20.06], [4.92, -28.61, 18.70], [2.40, -28.39, 18.98], [0.67, -26.55, 19.25], [1.57, -23.15, 20.60], [3.77, -23.75, 20.61], [5.32, -25.62, 20.48], [5.72, -24.54, 17.84], [5.86, -23.21, 17.69], [6.05, -22.69, 16.37], [6.00, -21.15, 16.11], [5.88, -20.32, 17.25], [5.91, -19.01, 17.15], [5.74, -20.87, 18.54], [5.64, -22.28, 18.67], [5.25, -24.91, 18.40], [6.11, -23.36, 15.63], [6.03, -20.73, 14.96], [5.83, -18.64, 16.41], [5.62, -20.12, 19.32], [5.74, -22.47, 19.77], [9.84, -20.82, 19.12], [10.55, -21.29, 20.19], [10.01, -20.86, 21.51], [9.07, -19.99, 21.74], [8.48, -19.42, 20.70], [8.77, -19.85, 19.36], [9.76, -20.99, 18.08], [11.30, -22.14, 20.12], [10.48, -21.27, 22.33], [7.66, -19.01, 20.93], [8.22, -19.39, 18.54], [6.29, -22.94, 12.72], [6.02, -21.64, 12.38], [4.88, -21.40, 11.53], [3.97, -22.39, 11.30], [4.14, -23.57, 12.01], [5.26, -23.88, 12.68], [7.13, -23.11, 13.35], [6.67, -21.01, 12.72], [4.42, -20.55, 11.08], [3.32, -24.11, 12.04], [5.39, -24.96, 13.17], [4.69, -18.54, 13.69], [3.54, -18.35, 14.58], [3.61, -17.34, 15.50], [4.54, -16.42, 15.68], [5.60, -16.63, 14.84], [5.72, -17.63, 13.93], [4.55, -19.29, 12.93], [2.86, -19.05, 14.43], [2.99, -17.32, 16.42], [6.54, -15.86, 15.06], [6.66, -17.79, 13.48]], "nbo_charge": [-0.672, 0.254, -0.227, -0.278, 0.289, -0.711, -0.235, -0.301, 0.497, 0.213, 0.224, 0.496, 0.232, 0.222, -0.671, 0.258, -0.207, -0.316, 0.340, -0.672, -0.271, -0.265, 0.476, 0.197, 0.222, 0.468, 0.227, 0.214, -0.207, -0.258, 0.059, -0.418, 0.030, -0.231, 0.226, 0.229, 0.176, 0.169, 0.220, -0.167, -0.251, 0.004, -0.401, 0.013, -0.244, 0.217, 0.201, 0.214, 0.188, 0.229, -0.152, -0.249, 0.014, -0.399, 0.022, -0.314, 0.229, 0.215, 0.203, 0.208, 0.222]}

=====

Record 2
{"formula": "C27H27N5O", "method": "wB97M-V/def2-TZVPD", "charge": 0, "homo_lumo_gap_ev": 6.2, "lumo_ev": -0.52, "elements": ["C", "N", "C", "C", "C", "C", "C", "C", "C", "C", "N", "C", "N", "C", "C", "H", "H", "H", "H", "H", "H", "H", "H", "H", "H", "H", "C", "N", "C", "C", "C", "C", "N", "C", "C", "C", "C", "C", "C", "C", "C", "O", "C", "C", "H", "H", "H", "H", "H", "H", "H", "H", "H", "H", "H", "H", "H", "H", "H", "H"], "xyz": [[-6.04, 0.24, 1.28], [-5.05, 1.00, 2.01], [-5.52, 2.22, 2.63], [-3.69, 0.78, 1.85], [-2.85, 1.80, 1.37], [-1.49, 1.59, 1.24], [-0.91, 0.36, 1.63], [0.52, 0.08, 1.53], [1.52, 1.02, 1.65], [2.88, 0.61, 1.67], [4.01, 0.29, 1.67], [1.32, 2.43, 1.72], [1.24, 3.60, 1.73], [-1.76, -0.65, 2.12], [-3.12, -0.47, 2.21], [-5.66, -0.76, 1.02], [-6.92, 0.14, 1.91], [-6.34, 0.74, 0.34], [-4.78, 2.55, 3.36], [-5.69, 3.02, 1.90], [-6.45, 1.97, 3.14], [-3.30, 2.74, 1.03], [-0.87, 2.37, 0.82], [0.79, -0.98, 1.56], [-1.33, -1.60, 2.44], [-3.78, -1.26, 2.56], [6.84, -2.49, -1.45], [6.17, -1.24, -1.14], [6.92, -0.31, -0.32], [4.86, -1.01, -1.41], [3.92, -2.06, -1.52], [2.58, -1.76, -1.48], [2.12, -0.46, -1.42], [0.80, -0.13, -1.26], [-0.24, -1.09, -1.27], [-1.63, -0.58, -1.47], [-2.68, -1.38, -1.00], [-3.99, -0.96, -1.16], [-4.26, 0.25, -1.82], [-3.22, 1.04, -2.30], [-1.90, 0.62, -2.13], [-0.07, -2.31, -1.07], [3.03, 0.58, -1.55], [4.37, 0.32, -1.52], [6.36, -3.02, -2.29], [7.87, -2.26, -1.75], [6.87, -3.16, -0.57], [6.23, 0.37, 0.19], [7.48, -0.88, 0.43], [7.62, 0.27, -0.93], [4.23, -3.09, -1.61], [1.83, -2.53, -1.47], [0.56, 0.93, -1.17], [-2.44, -2.34, -0.52], [-4.80, -1.61, -0.81], [-5.30, 0.57, -1.97], [-3.42, 1.97, -2.84], [-1.07, 1.18, -2.54], [2.61, 1.57, -1.64], [5.06, 1.16, -1.59]], "nbo_charge": [-0.389, -0.465, -0.397, 0.231, -0.275, -0.088, -0.187, 0.042, -0.384, 0.317, -0.364, 0.281, -0.314, -0.138, -0.249, 0.210, 0.192, 0.176, 0.212, 0.175, 0.200, 0.223, 0.219, 0.241, 0.218, 0.222, -0.408, -0.431, -0.413, 0.327, -0.314, 0.042, -0.289, -0.309, 0.482, -0.043, -0.203, -0.225, -0.222, -0.212, -0.227, -0.722, 0.042, -0.294, 0.212, 0.209, 0.194, 0.239, 0.205, 0.187, 0.233, 0.283, 0.206, 0.238, 0.208, 0.210, 0.212, 0.216, 0.227, 0.237]}

=====

Record 3
{"formula": "C27H27NO2", "method": "wB97M-V/def2-TZVPD", "charge": 0, "homo_lumo_gap_ev": 3.3, "lumo_ev": -1.93, "elements": ["C", "C", "O", "C", "C", "C", "C", "C", "C", "C", "C", "O", "H", "H", "H", "H", "H", "H", "H", "H", "H", "H", "H", "C", "C", "N", "C", "C", "C", "C", "C", "C", "C", "C", "C", "C", "C", "C", "C", "C", "C", "H", "H", "H", "H", "H", "H", "H", "H", "H", "H", "H", "H", "H", "H", "H", "H"], "xyz": [[4.31, 0.87, 2.34], [3.06, 1.69, 2.13], [1.94, 0.75, 2.12], [0.71, 1.33, 1.96], [-0.33, 0.41, 2.34], [-1.68, 0.76, 2.45], [-2.13, 2.11, 2.27], [-3.48, 2.42, 2.24], [-4.45, 1.43, 2.41], [-4.04, 0.11, 2.67], [-2.69, -0.22, 2.72], [0.60, 2.47, 1.51], [5.19, 1.39, 1.94], [4.46, 0.70, 3.41], [4.21, -0.10, 1.83], [2.90, 2.42, 2.94], [3.10, 2.23, 1.16], [-0.02, -0.59, 2.60], [-1.37, 2.88, 2.10], [-3.78, 3.46, 2.07], [-5.52, 1.67, 2.36], [-4.78, -0.68, 2.84], [-2.34, -1.24, 2.93], [2.10, 2.92, -2.14], [2.14, 1.49, -1.79], [3.33, 0.88, -1.60], [3.17, -0.44, -1.17], [1.79, -0.70, -1.16], [1.38, -1.96, -0.70], [2.36, -2.90, -0.33], [3.73, -2.58, -0.29], [4.15, -1.31, -0.71], [1.10, 0.55, -1.55], [-0.27, 0.81, -1.64], [-1.31, -0.15, -1.85], [-1.12, -1.25, -2.72], [-2.08, -2.23, -2.85], [-3.26, -2.18, -2.10], [-4.21, -3.33, -2.14], [-3.51, -1.05, -1.31], [-2.58, -0.03, -1.24], [1.09, 3.19, -2.48], [2.35, 3.53, -1.26], [2.83, 3.14, -2.93], [4.23, 1.31, -1.76], [0.31, -2.17, -0.65], [2.04, -3.91, -0.07], [4.47, -3.32, 0.04], [5.18, -0.98, -0.70], [-0.55, 1.87, -1.57], [-0.20, -1.32, -3.30], [-1.93, -3.09, -3.51], [-5.15, -3.08, -1.63], [-4.44, -3.61, -3.17], [-3.79, -4.22, -1.64], [-4.44, -1.00, -0.75], [-2.80, 0.88, -0.67]], "nbo_charge": [-0.632, -0.064, -0.550, 0.720, -0.509, 0.073, -0.291, -0.202, -0.297, -0.221, -0.275, -0.727, 0.198, 0.213, 0.220, 0.189, 0.162, 0.204, 0.246, 0.200, 0.202, 0.201, 0.199, -0.676, 0.357, -0.488, 0.114, 0.003, -0.190, -0.210, -0.202, -0.228, -0.197, 0.033, -0.075, -0.172, -0.237, 0.031, -0.636, -0.214, -0.145, 0.244, 0.267, 0.232, 0.422, 0.235, 0.221, 0.225, 0.219, 0.227, 0.219, 0.216, 0.222, 0.223, 0.229, 0.228, 0.242]}

=====

Record 4
{"formula": "C27H28Br9N5O4", "method": "wB97M-V/def2-TZVPD", "charge": -1, "s_squared": 0.768, "multiplicity": 2, "homo_lumo_gap_ev": [2.4, 6.0], "lumo_ev": [0.80, 0.80], "elements": ["N", "C", "C", "C", "C", "H", "H", "H", "H", "H", "N", "C", "C", "C", "C", "H", "H", "H", "H", "H", "N", "C", "C", "C", "C", "H", "H", "H", "H", "H", "C", "Br", "Br", "Br", "H", "C", "Br", "Br", "Br", "H", "C", "Br", "Br", "Br", "H", "C", "C", "C", "C", "C", "C", "N", "O", "O", "H", "H", "H", "H", "H", "C", "C", "C", "C", "C", "C", "N", "O", "O", "H", "H", "H", "H", "H"], "xyz": [[11.52, 15.20, 11.67], [10.76, 14.10, 11.60], [9.76, 14.22, 10.66], [9.86, 15.52, 10.19], [10.96, 16.11, 10.78], [12.32, 15.37, 12.27], [10.94, 13.21, 12.19], [8.95, 13.59, 10.32], [9.35, 15.95, 9.34], [11.41, 17.08, 10.79], [4.88, 13.11, 12.12], [6.01, 13.77, 11.75], [5.59, 15.04, 11.38], [4.24, 15.20, 11.61], [3.78, 13.93, 12.01], [4.94, 12.13, 12.34], [6.96, 13.25, 11.67], [6.30, 15.76, 11.00], [3.58, 16.05, 11.49], [2.79, 13.53, 12.16], [2.13, 18.33, 14.95], [1.73, 18.35, 16.25], [2.30, 17.21, 16.91], [2.99, 16.48, 15.96], [3.04, 17.29, 14.81], [1.78, 18.92, 14.21], [0.98, 19.11, 16.40], [2.10, 17.02, 17.95], [3.60, 15.61, 16.16], [3.54, 17.13, 13.87], [2.51, 15.43, 8.46], [1.62, 15.41, 6.68], [1.22, 15.32, 10.04], [3.70, 17.08, 8.57], [3.23, 14.62, 8.46], [4.01, 8.73, 15.05], [4.09, 6.91, 14.27], [4.73, 10.01, 13.71], [4.93, 8.87, 16.90], [2.96, 8.85, 15.29], [-0.06, 11.09, 12.05], [1.11, 9.99, 13.14], [0.19, 12.94, 12.69], [-1.88, 10.38, 12.20], [0.33, 11.03, 11.03], [8.94, 9.46, 10.55], [7.70, 9.96, 11.02], [6.58, 9.20, 10.81], [6.64, 8.05, 9.96], [7.84, 7.62, 9.54], [9.01, 8.28, 9.84], [5.47, 7.30, 9.69], [4.32, 7.71, 10.04], [5.62, 6.22, 9.16], [9.75, 10.14, 10.74], [7.59, 10.73, 11.76], [5.62, 9.40, 11.27], [7.95, 6.68, 9.01], [9.97, 7.91, 9.52], [8.37, 15.32, 14.14], [8.29, 14.99, 15.51], [7.98, 15.88, 16.45], [7.82, 17.19, 16.09], [7.94, 17.60, 14.72], [8.21, 16.67, 13.76], [7.58, 18.22, 17.13], [7.82, 17.88, 18.28], [7.11, 19.33, 16.82], [8.85, 14.63, 13.47], [8.57, 13.96, 15.70], [7.86, 15.54, 17.47], [7.91, 18.63, 14.41], [8.10, 16.98, 12.73]], "lowdin_charge": [0.023, -0.179, -0.112, -0.135, -0.135, 0.150, 0.111, 0.097, 0.098, 0.100, 0.012, -0.123, -0.146, -0.175, -0.128, 0.038, 0.091, 0.085, 0.034, 0.016, -0.010, -0.140, -0.115, -0.114, -0.121, 0.146, 0.096, 0.082, 0.093, 0.087, -1.388, 0.515, 0.527, 0.487, -0.022, -1.436, 0.554, 0.612, 0.450, -0.064, -1.527, 0.559, 0.541, 0.554, -0.009, -0.148, -0.133, -0.063, -0.196, -0.069, -0.116, -0.467, -0.125, -0.082, 0.070, 0.070, 0.016, 0.102, 0.090, -0.035, -0.075, -0.041, -0.122, -0.002, -0.070, -0.334, 0.063, 0.053, 0.083, 0.111, 0.125, 0.113, 0.101]}